Entry 1:
The following is a DFT calculation (ωB97M-V/def2-TZVPD) of a molecular structure, C5H7NO in a non-equilibrium geometry.

```
! wB97M-V def2-TZVPD RIJCOSX def2/J DEFGRID3
* xyz 0 1
N -1.362 -1.909 1.003
C -1.198 -0.759 0.534
O -1.271 0.397 1.241
C -0.499 1.123 0.235
C 1.033 0.868 0.278
C 0.927 -0.252 -0.823
C -0.606 0.020 -0.807
H -0.607 -2.554 0.780
H -0.889 2.140 0.200
H 1.389 0.431 1.207
H 1.600 1.784 0.068
H 1.241 -1.368 -0.412
H 1.451 -0.049 -1.774
H -1.210 0.129 -1.731
*
```

Properties
Energy relative to the best compared isomer or geometry (same formula, charge and spin)   3.2668 eV
HOMO energy   -9.0 eV
HOMO-LUMO gap   9.956 eV

---

Entry 2:
The following is a DFT calculation (ωB97M-V/def2-TZVPD) of 2 unconnected molecules or ions with the total composition CH6NO in a non-equilibrium geometry.

```
! wB97M-V def2-TZVPD RIJCOSX def2/J DEFGRID3
* xyz -1 1
O 0.416 -1.657 -1.962
H 0.670 -1.534 -2.889
C -0.435 0.816 1.057
N 0.299 0.191 0.014
H -1.012 0.056 1.630
H -1.178 1.567 0.746
H 0.220 1.356 1.764
H 1.088 -0.342 0.360
H -0.068 -0.453 -0.721
*
```

Properties
Energy relative to the best compared isomer or geometry (same formula, charge and spin)   0.3073 eV
HOMO energy   -2.5 eV
HOMO-LUMO gap   6.886 eV

---

Entry 3:
The following is a DFT calculation (ωB97M-V/def2-TZVPD) of a molecular structure, C16H24BCl12F16HgN2O8S4 in a non-equilibrium geometry.

```
! wB97M-V def2-TZVPD RIJCOSX def2/J DEFGRID3
* xyz -1 1
Hg -2.016 -0.477 0.759
B -2.709 -1.049 3.493
F -2.088 0.223 3.213
F -3.590 -1.222 2.335
F -1.783 -2.061 3.457
F -3.436 -1.007 4.633
C -2.139 2.922 -1.737
F -0.816 2.831 -1.675
F -2.575 3.574 -0.688
F -2.476 3.539 -2.840
S -2.841 1.188 -1.812
O -3.770 1.211 -2.858
O -1.751 0.262 -1.921
N -3.428 0.917 -0.277
S -5.014 1.348 -0.261
O -5.227 2.572 -0.957
O -5.874 0.242 -0.524
C -5.266 1.790 1.501
F -4.883 0.827 2.304
F -4.580 2.905 1.786
F -6.552 2.033 1.676
C 0.823 1.835 2.068
F 1.738 2.510 2.722
F -0.368 2.114 2.563
F 0.836 2.205 0.793
S 1.175 0.033 2.242
O 2.575 -0.111 2.074
O 0.620 -0.334 3.488
N 0.180 -0.568 1.013
S 0.969 -1.514 -0.046
O 1.950 -2.337 0.556
O -0.030 -2.139 -0.871
C 1.842 -0.368 -1.183
F 2.868 0.211 -0.597
F 2.284 -1.109 -2.204
F 1.009 0.556 -1.606
Cl -2.505 1.310 6.307
C -2.631 2.758 5.330
C -3.841 3.568 5.642
Cl -3.679 4.541 7.118
H -2.689 2.486 4.271
H -1.730 3.369 5.394
H -4.718 2.932 5.726
H -4.047 4.238 4.804
Cl 4.973 6.792 -0.093
C 3.287 6.456 -0.562
C 3.132 5.099 -1.212
Cl 3.821 5.028 -2.849
H 2.974 7.242 -1.242
H 2.689 6.496 0.345
H 2.071 4.865 -1.273
H 3.597 4.318 -0.616
Cl 5.235 -0.981 -3.042
C 6.365 -0.549 -1.736
C 7.167 0.680 -2.089
Cl 6.222 2.182 -2.005
H 7.044 -1.371 -1.519
H 5.752 -0.388 -0.851
H 7.575 0.537 -3.087
H 7.994 0.826 -1.399
Cl -0.288 1.461 -4.701
C -0.096 -0.068 -5.565
C -1.100 -1.088 -5.061
Cl -0.951 -2.556 -6.105
H 0.915 -0.448 -5.420
H -0.230 0.107 -6.628
H -2.125 -0.741 -5.141
H -0.902 -1.408 -4.042
Cl -0.820 -7.342 -1.322
C 0.009 -6.456 -2.652
C 0.507 -5.129 -2.177
Cl 2.044 -5.305 -1.304
H -0.712 -6.389 -3.461
H 0.825 -7.100 -2.966
H -0.189 -4.670 -1.481
H 0.667 -4.452 -3.004
Cl 0.015 -4.826 4.352
C 0.319 -5.971 3.021
C 0.542 -5.297 1.692
Cl -0.943 -4.551 1.055
H -0.562 -6.603 2.974
H 1.213 -6.549 3.251
H 0.834 -6.070 0.981
H 1.316 -4.535 1.716
*
```

Properties
Energy relative to the best compared isomer or geometry (same formula, charge and spin)   0.0000 eV
HOMO energy   -8.3 eV
HOMO-LUMO gap   8.973 eV

---

Which formula does entry 1 have? C5H7NO

---

Look up the HOMO energy of the first one. -9.0 eV

---

Among the records above, which one has the lowest HOMO energy? C5H7NO

---

Which of these has the lowest HOMO-LUMO gap? CH6NO